ORCA calculation (ωB97M-V/def2-TZVPD) on 2 unconnected molecules or ions with the total composition CH3Br2ClOSi.

Structure (ORCA input):
```
! RIJCOSX wB97M-V def2-TZVPD def2/J DEFGRID3
* xyz 0 3
C -0.1629 0.1698 0.0919
O -1.4189 0.8141 -0.0610
Si -2.8873 0.5397 0.5016
Cl -2.9418 0.7867 2.4970
Br -4.0593 1.8875 -0.7077
Br -3.3905 -2.7582 -0.4169
H 0.4484 1.1084 0.1384
H 0.1150 -0.6039 -0.6499
H -0.1717 -0.3977 1.1456
*
```

Calculated values
<S²> = 2.00
HOMO level (spin up / spin down) = -7.47 / -10.75 eV
HOMO-LUMO gap (spin up / spin down) = 0.2990 / 0.2477 hartree


ORCA calculation (ωB97M-V/def2-TZVPD) on a molecular structure, C3H4LiO4Sn.

Structure (ORCA input):
```
! RIJCOSX wB97M-V def2-TZVPD def2/J DEFGRID3
* xyz 2 2
O -1.2245 -0.3222 1.4239
C -0.6583 0.1163 0.3909
O -0.9401 1.2558 -0.0609
Sn -2.2807 1.2912 1.2927
O 0.3085 -0.6278 -0.1538
C 1.9248 0.4486 -1.0984
C 0.8515 -0.4712 -1.6445
H 2.4250 1.1128 -1.8138
H 1.5197 1.2988 -0.5407
H 0.1260 0.0613 -2.2928
H 2.6483 -0.4283 -1.5192
Li 0.5180 -2.6773 -0.2254
O 1.0387 -1.7208 -2.0227
*
```

Calculated values
<S²> = 0.76
HOMO level (spin up / spin down) = -19.02 / -18.92 eV
HOMO-LUMO gap (spin up / spin down) = 0.3623 / 0.2626 hartree


ORCA calculation (ωB97M-V/def2-TZVPD) on a molecular structure, C35H80F15N7O21S5.

Structure (ORCA input):
```
! RIJCOSX wB97M-V def2-TZVPD def2/J DEFGRID3
* xyz 2 1
C -1.0085 2.5549 -7.2336
O 0.0439 2.1809 -6.2948
C -0.2474 0.8865 -5.7704
C 0.6939 0.6684 -4.5489
N 2.0224 1.2926 -4.9296
H 2.0999 1.0997 -5.8952
H 1.7522 2.3258 -4.8896
C 3.2114 1.1240 -4.0406
C 3.9431 2.4723 -4.0420
O 2.9328 3.4260 -3.8139
C 3.3652 4.8050 -3.8405
H -1.8062 3.0192 -6.6386
H -1.3907 1.6396 -7.7060
H -0.6014 3.2966 -7.9192
H -0.2022 0.1461 -6.4861
H -1.2997 0.9295 -5.3334
H 0.7298 -0.3975 -4.4183
H 0.3249 1.1310 -3.6245
H 3.8490 0.3711 -4.4338
H 2.8094 0.8121 -3.0685
H 4.4043 2.6104 -5.0283
H 4.6854 2.4180 -3.2601
H 4.0501 5.0286 -2.9900
H 2.4574 5.4081 -3.8061
H 3.7781 5.0690 -4.8541
C -0.4555 1.5040 3.9419
O 0.1630 1.8714 5.2192
C 1.1790 2.7847 5.0363
C 1.8707 3.0663 6.3656
N 2.2551 1.6580 6.8613
H 1.3547 1.2225 6.6031
H 2.8470 1.2512 6.1454
C 2.4684 1.2312 8.2702
C 2.2957 -0.2901 8.3506
O 1.2241 -0.6195 7.5595
C 0.9159 -2.0234 7.5287
H -0.6811 2.4467 3.4786
H -1.3731 1.0139 4.2341
H 0.1657 0.7816 3.4859
H 0.7162 3.7019 4.6243
H 2.0441 2.3997 4.3724
H 1.1651 3.4954 7.1147
H 2.6928 3.7113 6.3301
H 1.6483 1.6384 8.8434
H 3.4408 1.5907 8.5982
H 2.0924 -0.5796 9.3993
H 3.2411 -0.7895 7.9939
H 0.8487 -2.4905 8.4839
H 1.5549 -2.6675 6.9326
H -0.1200 -2.1899 7.1614
C 0.5341 -6.7796 3.9084
O 1.5660 -5.9934 3.3134
C 2.2072 -6.4229 2.1222
C 3.4780 -5.5650 2.1351
N 4.0195 -5.4151 0.7597
H 4.3157 -6.2891 0.3476
H 3.2041 -5.0582 0.1874
C 5.2357 -4.5158 0.7696
C 5.8341 -4.6541 -0.5835
O 6.0925 -6.0694 -0.8321
C 6.5697 -6.1866 -2.1970
H -0.3894 -6.5847 3.3884
H 0.3881 -6.5236 4.9715
H 0.6216 -7.8624 3.8949
H 1.6262 -6.2073 1.1839
H 2.5682 -7.4726 2.0869
H 4.1550 -5.9661 2.8634
H 3.1584 -4.6584 2.5650
H 5.8646 -4.8899 1.5872
H 4.9015 -3.5225 1.0464
H 6.7035 -3.9938 -0.6344
H 4.9957 -4.3562 -1.2793
H 5.7688 -6.0967 -2.8883
H 7.0785 -7.1411 -2.2186
H 7.2752 -5.3839 -2.4024
C -8.7209 3.7391 4.3301
O -7.5259 3.4445 3.7012
C -6.9006 2.2353 4.1035
C -5.7924 1.8740 3.1308
N -4.9132 3.0545 2.7480
H -5.5264 3.7736 2.3982
H -4.3981 3.4997 3.4689
C -3.8897 2.8543 1.5656
C -3.1998 4.2353 1.4042
O -2.9465 4.6015 2.7317
C -2.0325 5.5945 3.0864
H -9.4674 2.9384 4.1055
H -8.9878 4.7072 3.8201
H -8.6558 3.9571 5.4199
H -7.6124 1.4002 4.2155
H -6.5465 2.3840 5.1098
H -6.2707 1.4877 2.2335
H -5.0889 1.1059 3.5751
H -4.5397 2.4619 0.7750
H -3.1125 2.1371 1.9940
H -3.7057 4.9865 0.7497
H -2.2995 4.0984 0.7502
H -2.2800 6.5669 2.6191
H -1.0134 5.3870 2.7382
H -1.9791 5.6296 4.1478
C 0.6741 -2.6930 -6.3685
O -0.5576 -2.3152 -5.6486
C -1.2659 -3.4395 -5.3156
C -2.4202 -2.9908 -4.4062
N -1.9654 -2.2605 -3.1800
H -0.9802 -2.5701 -2.9784
H -2.1008 -1.2312 -3.4412
C -2.7673 -2.5125 -1.9279
C -2.5933 -3.9149 -1.3441
O -1.3801 -4.0114 -0.6794
C -0.9581 -5.3075 -0.3251
H 1.2529 -1.8091 -6.6651
H 0.4957 -3.3826 -7.1844
H 1.2838 -3.2842 -5.6896
H -0.5637 -4.1362 -4.8873
H -1.6376 -3.9231 -6.2178
H -3.0561 -3.8233 -4.1255
H -3.1967 -2.3795 -4.8932
H -3.7990 -2.3701 -2.2157
H -2.4543 -1.7552 -1.2015
H -2.5313 -4.7015 -2.1065
H -3.4155 -4.1923 -0.6787
H -0.1627 -5.2699 0.3971
H -0.5110 -5.8072 -1.1715
H -1.8362 -5.8497 0.1244
C 3.8015 2.7058 0.0461
F 4.0386 3.8192 -0.6854
F 3.3669 1.7711 -0.9318
F 4.9328 2.2433 0.4993
S 2.5261 2.9105 1.3590
O 1.7057 1.7161 1.1921
O 3.1365 3.1286 2.6689
N 1.8197 4.2096 0.9058
S 1.9534 5.6319 1.5231
O 1.1032 5.8668 2.6570
O 3.3374 6.0291 1.6829
C 1.2102 6.4899 0.1025
F 1.7774 5.9723 -1.0507
F -0.1209 6.3704 0.0878
F 1.5123 7.7932 0.0876
C -5.1536 0.4840 -5.8509
F -4.1769 -0.1149 -6.5250
F -5.1731 1.7415 -6.1161
F -6.3216 -0.1629 -6.3126
S -5.1071 -0.0324 -4.0522
O -6.0003 0.8946 -3.4561
O -5.4240 -1.4108 -3.9242
N -3.4672 0.2766 -3.6809
S -3.0131 1.1107 -2.4167
O -4.0619 1.1727 -1.4357
O -1.7077 0.7597 -2.0047
C -2.8333 2.8762 -2.9858
F -2.1098 3.5392 -2.0929
F -2.1675 2.9458 -4.1300
F -4.0226 3.5474 -3.1022
C 2.0450 -1.9565 -0.3406
F 3.1764 -2.0440 0.4292
F 1.0154 -2.1408 0.4788
F 2.0475 -0.7320 -0.8662
S 2.0217 -3.3018 -1.5560
O 0.9050 -3.0405 -2.3913
O 3.3914 -3.2500 -2.0646
O 1.9650 -4.4717 -0.7034
*
```

Calculated values
HOMO level = -12.71 eV
HOMO-LUMO gap = 0.3402 hartree


ORCA calculation (ωB97M-V/def2-TZVPD) on a molecular structure, C40H33FFeN5O2S.

Structure (ORCA input):
```
! RIJCOSX wB97M-V def2-TZVPD def2/J DEFGRID3
* xyz -1 5
Fe 0.4699 1.1439 0.4873
C 3.0006 0.0561 -2.7429
C 4.0750 -0.5768 -2.1313
C 3.9878 -1.0097 -0.8261
C 2.7182 -0.8433 -0.0530
N 1.7774 0.1258 -0.6803
C 1.8910 0.4235 -1.9521
C 3.0563 -0.1873 1.2717
C 4.2119 -0.4784 2.0012
C 4.3744 0.0057 3.2997
C 3.3897 0.8076 3.8191
C 2.2780 1.1193 3.0028
N 2.1070 0.6328 1.7544
C 1.2039 1.9703 3.4756
C 1.0309 2.2953 4.8253
C 0.0361 3.1986 5.1745
C -0.7498 3.7091 4.1421
C -0.5153 3.3372 2.8354
N 0.4021 2.4293 2.4794
H 2.9827 0.3518 -3.7806
H 4.9806 -0.7750 -2.6899
H 4.7961 -1.5656 -0.3467
H 1.0877 1.0109 -2.4049
H 4.9762 -1.0510 1.5271
H 5.2638 -0.2350 3.8565
H 3.4836 1.2392 4.8060
H 1.6632 1.8508 5.5700
H -0.0626 3.5460 6.1792
H -1.5060 4.4596 4.3607
H -1.1010 3.7996 2.0361
C -1.0394 -0.3486 2.3285
C -1.9850 -1.2585 1.9256
C -1.6893 -2.6779 1.7284
C -2.6458 -3.5678 1.3158
C -3.9721 -3.1084 1.1649
C -4.3452 -1.7786 1.4678
C -3.3937 -0.8690 1.8020
C -4.9774 -4.0184 0.7717
N -5.8011 -4.7911 0.4593
H -0.0005 -0.6352 2.5214
H -1.3566 0.6477 2.5959
H -0.6849 -3.0317 1.9152
H -2.4735 -4.6207 1.1153
H -5.3956 -1.5043 1.3759
H -3.6546 0.1672 1.9388
C -3.9556 -1.1475 -2.2357
C -2.4814 -1.4254 -2.0327
C -1.6979 -0.4079 -1.3136
N -0.9602 0.2931 -0.7381
H -4.4931 -2.0205 -2.6211
H -4.1607 -0.3180 -2.9151
H -4.4847 -0.9115 -1.2973
H -1.9689 -1.5642 -2.9955
H -2.3071 -2.3709 -1.4827
F 4.1522 -6.6423 -2.4414
C 3.5986 -5.6049 -1.7439
C 2.7690 -4.7134 -2.4503
C 2.2108 -3.6273 -1.7775
C 2.5440 -3.4189 -0.4310
C 2.0045 -2.1694 0.3021
C 3.3108 -4.3574 0.2651
C 3.8711 -5.4571 -0.3826
H 2.5836 -4.8935 -3.5114
H 1.6068 -2.9187 -2.2968
H 2.1469 -2.3788 1.3753
H 0.9216 -2.0861 0.1436
H 3.5453 -4.1887 1.3001
H 4.5440 -6.1447 0.1064
O -4.9328 6.0483 -4.1775
C -3.7202 5.5257 -4.5571
O -3.4020 5.5643 -5.7252
C -2.7798 4.8923 -3.5130
C -1.4299 4.6844 -3.8944
C -0.5155 4.1090 -3.0434
C -0.8982 3.7211 -1.7306
S 0.3568 3.3532 -0.5538
C -2.2653 3.8633 -1.3621
C -3.1847 4.4309 -2.2250
H -5.0308 6.0002 -3.2188
H -1.1286 4.9747 -4.9034
H 0.5079 3.9191 -3.3459
H -2.5360 3.5201 -0.3687
H -4.2350 4.4722 -1.9293
*
```

Calculated values
<S²> = 6.02
HOMO level (spin up / spin down) = -3.53 / -3.64 eV
HOMO-LUMO gap (spin up / spin down) = 0.1818 / 0.1850 hartree


ORCA calculation (ωB97M-V/def2-TZVPD) on a single C3H4Cl2N2 molecule.

Structure (ORCA input):
```
! RIJCOSX wB97M-V def2-TZVPD def2/J DEFGRID3
* xyz 0 1
C -0.1153 -0.0184 -0.7550
C -1.1813 0.5580 -1.0881
C 0.5081 -0.0534 0.7676
N -0.8306 1.7420 1.2147
N 0.2671 1.1640 1.3738
Cl -1.0453 3.2250 2.1367
Cl 1.8793 2.2678 1.1420
H 0.3563 -0.5330 -1.5222
H -2.1096 0.8824 -0.9358
H -0.2029 -0.8284 1.0836
H 1.5691 -0.2577 0.9011
*
```

Calculated values
HOMO level (spin up / spin down) = -8.75 / -8.45 eV
HOMO-LUMO gap (spin up / spin down) = 0.2974 / 0.2529 hartree


ORCA calculation (ωB97M-V/def2-TZVPD) on a molecular structure, C3H10OS.

Structure (ORCA input):
```
! RIJCOSX wB97M-V def2-TZVPD def2/J DEFGRID3
* xyz 0 1
C 1.7605 -0.9471 -0.2444
C 1.5453 0.0332 -1.1831
S -0.8010 0.3703 0.7914
C -1.2369 1.9757 1.5255
H 0.5495 -0.5586 -0.6555
H 1.8430 -0.7747 0.8069
H 2.0956 -1.8872 -0.6551
H 1.7827 -0.0537 -2.2313
H 1.4919 1.0757 -0.8940
H -1.5182 2.7144 0.7938
H -2.0404 1.8325 2.2282
H -0.3986 2.3414 2.0960
H -2.4169 -2.3014 -0.9446
H -1.2038 -1.5182 -0.4565
O -1.4526 -2.3025 -0.9772
*
```

Calculated values
HOMO level = -7.19 eV
HOMO-LUMO gap = 0.2254 hartree


ORCA calculation (ωB97M-V/def2-TZVPD) on 10 unconnected molecules or ions with the total composition C43H80BrF4O42PS9.

Structure (ORCA input):
```
! RIJCOSX wB97M-V def2-TZVPD def2/J DEFGRID3
* xyz 0 1
C -0.7219 -4.4607 1.1689
C 0.0770 -3.5480 0.1206
C -0.3043 -3.7982 -1.4182
C -1.4539 -2.7724 -1.8669
C -0.9261 -1.5899 -2.8573
C -1.4616 -0.2310 -2.1662
C -1.1751 1.1063 -3.0070
C -2.6189 1.8413 -2.9008
C -3.6710 1.3281 -3.9983
P -5.3332 0.9815 -3.1351
O -5.1351 -0.0654 -2.0084
O -6.3776 0.4079 -4.3397
C -7.4749 -0.3843 -3.8116
C -8.1142 -1.1750 -5.0776
O -5.8920 2.3943 -2.3726
C -7.1218 2.1787 -1.6347
C -7.0568 3.1150 -0.3151
O -0.7573 0.6050 -4.3065
C 0.4089 1.2408 -4.8648
O 0.9558 0.7876 -5.8727
C 0.7491 2.5828 -3.9956
C -0.3921 3.5748 -4.5871
C 0.0491 4.4717 -5.8240
C 0.7170 3.7009 -7.0481
F 0.8871 5.5990 -5.4811
C 2.2432 3.1232 -4.0296
Br 3.6207 1.6542 -4.1919
C 2.5977 4.1471 -2.8107
C 3.0680 5.5979 -3.3308
C 0.1175 2.0118 -2.6210
C 1.0115 1.5892 -1.3784
C 1.9103 0.2864 -1.5279
O 1.2491 -0.8029 -0.7952
C 3.3458 0.3876 -0.7776
F 4.0136 1.5978 -0.9602
F 3.0349 0.3179 0.6218
F 4.1547 -0.7555 -1.0204
H -1.3943 -3.7640 1.7950
H -1.3809 -5.2566 0.7016
H 0.0289 -4.8944 1.9236
H 1.1961 -3.7482 0.2457
H -0.1941 -2.4595 0.3685
H -0.7572 -4.8578 -1.4757
H 0.5911 -3.8121 -2.1290
H -1.9334 -2.3340 -0.9314
H -2.2567 -3.3859 -2.4193
H -1.4544 -1.8051 -3.8558
H 0.2111 -1.6029 -2.9587
H -1.1510 -0.1552 -1.0614
H -2.6067 -0.3725 -2.1225
H -2.5310 2.9779 -3.0495
H -3.0782 1.7020 -1.8607
H -3.3025 0.3225 -4.4167
H -3.7753 2.1192 -4.8211
H -7.1633 -1.1972 -3.0765
H -8.2460 0.3235 -3.3614
H -8.0527 -0.5278 -6.0074
H -7.5201 -2.1371 -5.2895
H -9.1895 -1.4277 -4.7879
H -7.2928 1.1098 -1.2891
H -8.0248 2.4647 -2.2797
H -7.6281 4.0728 -0.5663
H -5.9978 3.4207 -0.0465
H -7.5400 2.6213 0.5962
H -1.3198 2.9994 -4.9556
H -0.7978 4.3002 -3.7913
H -0.9204 4.9377 -6.2395
H 0.9311 4.4854 -7.8624
H -0.1055 3.0295 -7.4978
H 1.6230 3.0706 -6.7914
H 2.4774 3.7492 -4.9658
H 3.5330 3.6894 -2.3202
H 1.7466 4.2423 -2.0635
H 4.0299 5.9311 -2.7991
H 2.2547 6.3489 -3.0454
H 3.2817 5.6485 -4.4434
H -0.4259 2.9421 -2.1947
H 1.6682 2.4161 -0.9423
H 0.2669 1.3464 -0.5295
H 2.0119 -0.1111 -2.5986
H 1.6516 -1.6090 -1.1798
C -4.4021 -6.0122 4.7558
C -4.7486 -4.6596 4.1548
O -4.1273 -4.6569 2.8675
S -4.1167 -6.1684 2.2816
O -5.2325 -6.3189 1.3957
O -2.7755 -6.4872 1.8989
O -4.4640 -6.9362 3.6668
H -3.3822 -6.0191 5.1506
H -5.0972 -6.3046 5.5431
H -4.3838 -3.8304 4.7610
H -5.8248 -4.5526 4.0057
C -7.1368 -2.4550 0.8244
C -7.7874 -3.6270 0.1067
O -8.1694 -4.5305 1.1452
S -8.5560 -3.6813 2.4699
O -9.9795 -3.5307 2.5104
O -7.7980 -4.1950 3.5708
O -7.9089 -2.2677 2.0141
H -6.1104 -2.6914 1.1176
H -7.1402 -1.5472 0.2208
H -7.1100 -4.1122 -0.5954
H -8.6943 -3.3145 -0.4198
C -8.6935 4.3732 4.7709
C -9.7431 3.9557 3.7535
O -9.0008 3.5395 2.6065
S -7.5957 2.8897 3.0913
O -7.7452 1.4671 3.1221
O -6.5289 3.5441 2.3978
O -7.6268 3.4359 4.6180
H -8.3046 5.3712 4.5506
H -9.0765 4.3511 5.7913
H -10.4218 4.7691 3.4982
H -10.3212 3.0989 4.1112
C -2.8448 1.9747 1.0306
C -3.1688 2.1773 2.5025
O -3.8207 0.9733 2.9068
S -3.2145 -0.2694 2.0586
O -2.2132 -0.9125 2.8555
O -4.3008 -0.9788 1.4574
O -2.4647 0.6029 0.9132
H -3.7281 2.1383 0.4058
H -2.0363 2.6245 0.6925
H -3.8138 3.0394 2.6719
H -2.2561 2.2835 3.0966
C 2.8633 -0.4641 4.0923
C 2.2539 -1.6603 3.3798
O 1.9462 -2.5914 4.4203
S 1.5539 -1.7736 5.7636
O 0.1277 -1.6941 5.8436
O 2.3646 -2.2590 6.8405
O 2.1176 -0.3245 5.3034
H 3.9081 -0.6519 4.3553
H 2.7979 0.4472 3.4977
H 2.9353 -2.1038 2.6544
H 1.3191 -1.3886 2.8810
C 7.5976 2.5715 -7.2294
C 7.9780 4.0395 -7.1299
O 6.7860 4.7535 -7.4668
S 5.4996 3.8978 -6.9754
O 5.0749 4.4128 -5.7070
O 4.6101 3.7405 -8.0849
O 6.2645 2.4918 -6.7199
H 7.5853 2.2362 -8.2701
H 8.2650 1.9325 -6.6510
H 8.7908 4.3056 -7.8051
H 8.2544 4.3071 -6.1056
C 5.9198 -2.6561 8.7968
C 4.5690 -2.3855 9.4380
O 4.4540 -3.3551 10.4818
S 5.9287 -3.6686 11.0769
O 6.1154 -2.8812 12.2576
O 6.1349 -5.0855 11.0497
O 6.7893 -2.9965 9.8788
H 5.8701 -3.5113 8.1173
H 6.3025 -1.7885 8.2590
H 3.7460 -2.4815 8.7300
H 4.5410 -1.3920 9.8951
C 7.2569 -8.0904 10.9780
C 6.2204 -8.5196 9.9533
O 6.9762 -8.9282 8.8121
S 8.3845 -9.5625 9.3092
O 8.2504 -10.9879 9.3402
O 9.4472 -8.8991 8.6182
O 8.3367 -9.0165 10.8349
H 7.6357 -7.0891 10.7602
H 6.8662 -8.1162 11.9953
H 5.5349 -7.7136 9.6932
H 5.6489 -9.3828 10.3070
C 12.2716 7.6103 -8.5575
C 11.9546 7.8146 -7.0847
O 11.2936 6.6150 -6.6796
S 11.8882 5.3696 -7.5310
O 12.8839 4.7163 -6.7380
O 10.7924 4.6692 -8.1309
O 12.6399 6.2350 -8.6766
H 11.3884 7.7817 -9.1791
H 13.0839 8.2528 -8.8978
H 11.3177 8.6818 -6.9127
H 12.8695 7.9128 -6.4934
*
```

Calculated values
HOMO level = -9.91 eV
SMILES = CCCCCC[C@]1(CCP(=O)(OCC)OCC)OC(=O)[C@](C[C@H](C)F)([C@H](Br)CC)[C@@H]1C[C@H](O)C(F)(F)F.O=S1(=O)OCCO1.O=S1(=O)OCCO1.O=S1(=O)OCCO1.O=S1(=O)OCCO1.O=S1(=O)OCCO1.O=S1(=O)OCCO1.O=S1(=O)OCCO1.O=S1(=O)OCCO1.O=S1(=O)OCCO1
HOMO-LUMO gap = 0.3647 hartree


Per-record relative energy (zero: lowest compared OMol25 entry of this formula, charge and spin), kcal/mol: 0.00 48.53 0.00 0.00 151.55 104.29 172.57